*w*
Below is a 6-piece molecular cluster, C6H27N2O5 overall, with properties calculated with the ωB97M-V functional and the def2-TZVPD basis.

The value obtained for the HOMO energy is -11.99 eV. Its charge is +1. The calculation puts the orbital gap at 0.3510 Eh.

Each line ends with the Mulliken charge.
CARTESIAN COORDINATES (ANGSTROEM)
C  2.346  -0.453  -0.025  -1.746
C  0.839  -0.357  0.013  1.006
C  0.179  -1.452  0.911  -0.794
C  -1.087  -0.957  1.631  -0.938
C  -2.062  -0.105  0.830  0.182
C  -2.969  -0.822  -0.195  -1.168
N  -2.725  -2.253  -0.435  -0.500
N  0.307  -0.531  -1.408  -0.006
H  2.829  -0.166  0.953  0.305
H  2.668  -1.470  -0.260  0.445
H  2.758  0.191  -0.747  0.496
H  0.549  0.658  0.324  -0.292
H  -0.023  -2.346  0.356  0.309
H  0.949  -1.750  1.696  0.315
H  -0.807  -0.418  2.525  0.496
H  -1.649  -1.835  2.057  0.398
H  -1.509  0.732  0.295  -0.138
H  -2.717  0.424  1.593  0.461
H  -4.018  -0.733  0.154  0.334
H  -2.879  -0.326  -1.104  0.473
H  -1.781  -2.494  -0.649  0.195
H  -2.985  -2.828  0.389  0.295
H  0.654  -1.410  -1.831  0.521
H  0.540  0.227  -2.041  0.419
H  -0.713  -0.578  -1.403  0.076
H  3.496  2.235  2.569  0.303
H  2.665  1.479  3.650  0.331
O  2.683  1.714  2.661  -0.688
H  1.266  2.395  1.935  0.329
H  -0.044  3.120  2.116  0.291
O  0.454  2.620  1.454  -0.695
H  0.903  4.504  -0.973  0.323
H  0.510  3.315  -0.099  0.386
O  0.491  3.632  -1.011  -0.700
H  0.906  1.994  -3.639  0.273
H  0.466  2.478  -2.255  0.390
O  0.477  1.717  -2.895  -0.652
H  0.242  -3.869  -2.211  0.258
H  -0.969  -3.202  -2.751  0.274
O  -0.239  -3.079  -2.179  -0.568

*x*
Below is a 6-piece molecular cluster, C6H27N2O5 overall, with properties calculated with the ωB97M-V functional and the def2-TZVPD basis.

The value obtained for the HOMO energy is -11.86 eV. Its charge is +1. The calculation puts the orbital gap at 0.3363 Eh.

Each line ends with the Mulliken charge.
CARTESIAN COORDINATES (ANGSTROEM)
C  0.214  -0.243  1.981  -0.272
N  -0.360  -1.102  1.030  0.208
C  -0.274  -2.544  1.287  -0.747
C  -0.326  -3.455  0.046  -0.266
C  -1.366  -3.141  -1.007  -1.050
C  -0.312  1.183  1.925  -0.970
N  0.262  2.157  0.859  0.358
C  1.493  2.688  1.445  -0.903
H  -0.267  -0.615  2.922  0.450
H  1.382  -0.245  2.068  0.105
H  -0.162  -0.928  0.065  -0.033
H  0.532  -2.878  1.958  0.326
H  -1.283  -2.671  1.822  0.395
H  -0.396  -4.493  0.354  0.409
H  0.650  -3.401  -0.452  0.049
H  -1.185  -2.115  -1.395  0.113
H  -1.155  -3.740  -1.894  0.376
H  -2.421  -3.097  -0.738  0.314
H  -1.414  1.027  1.809  0.280
H  -0.284  1.667  2.924  0.482
H  0.426  1.431  0.074  -0.033
H  -0.343  2.875  0.511  0.427
H  2.109  1.904  1.881  0.333
H  1.334  3.507  2.169  0.407
H  2.114  3.207  0.707  0.320
H  -2.191  0.524  -0.896  0.309
H  -3.507  0.838  -0.139  0.301
O  -2.705  1.235  -0.488  -0.622
H  0.383  0.681  -4.146  0.292
H  -0.783  1.583  -3.489  0.284
O  0.062  1.157  -3.331  -0.616
H  3.426  -1.289  -0.520  0.328
H  2.497  -2.433  -0.075  0.297
O  2.555  -1.669  -0.675  -0.641
H  2.082  0.137  -1.103  0.276
H  1.219  0.971  -2.104  0.351
O  1.573  0.956  -1.184  -0.599
H  -0.447  3.643  -1.573  0.328
H  -1.845  3.005  -1.543  0.294
O  -1.289  3.681  -1.084  -0.660

Energies, relative to the best one, in kJ/mol: *w* 0.0; *x* 142.8.

*w*
Below is C4H9NO2 as an isolated structure, with properties calculated with the ωB97M-V functional and the def2-TZVPD basis.

The value obtained for the HOMO energy is -8.84 eV. The calculation puts the orbital gap at 0.3323 Eh.

Each line ends with the Mulliken charge.
CARTESIAN COORDINATES (ANGSTROEM)
C  1.625  -0.688  -1.195  -1.171
C  1.090  -0.545  0.186  0.454
C  0.731  0.677  0.760  -1.120
H  1.300  -1.375  0.852  0.316
H  1.258  0.108  -1.843  0.307
H  1.418  -1.672  -1.612  0.295
H  2.717  -0.590  -1.162  0.363
H  0.915  0.816  1.817  0.342
H  0.845  1.568  0.154  0.312
C  -1.253  0.307  0.768  0.827
N  -1.856  1.311  0.001  -0.492
O  -1.019  -0.967  -0.202  -0.586
O  -1.656  0.005  1.876  -0.608
H  -1.507  -1.681  0.237  0.281
H  -1.842  1.156  -0.995  0.222
H  -2.765  1.572  0.357  0.258

*x*
Below is a 2-piece molecular cluster, C4H9NO2 overall, with properties calculated with the ωB97M-V functional and the def2-TZVPD basis.

The value obtained for the HOMO energy is -9.22 eV. The calculation puts the orbital gap at 0.3633 Eh. Its structure (SMILES) is C=C(C)N.O=CO.

Each line ends with the Mulliken charge.
CARTESIAN COORDINATES (ANGSTROEM)
C  0.357  1.192  1.726  -1.339
C  0.362  0.777  0.281  1.001
C  -0.553  1.225  -0.621  -1.444
N  1.370  -0.149  -0.003  -0.420
H  -0.472  1.920  1.925  0.315
H  0.251  0.302  2.387  0.293
H  1.259  1.715  2.008  0.368
H  -0.456  1.050  -1.675  0.424
H  -1.294  1.949  -0.286  0.323
H  2.261  0.063  0.407  0.224
H  1.429  -0.405  -0.974  0.256
H  -1.384  -0.503  -0.737  0.425
O  -0.645  -3.157  -1.986  -0.488
C  -0.726  -2.324  -1.107  0.148
O  -1.695  -1.360  -1.074  -0.488
H  -0.063  -2.294  -0.273  0.400

Energies, relative to the best one, in kJ/mol: *w* 189.6; *x* 0.0.

*w*
Below is one molecule with the formula C4H9NO2, with properties calculated with the ωB97M-V functional and the def2-TZVPD basis.

The value obtained for the HOMO energy is -9.72 eV. The calculation puts the orbital gap at 0.3915 Eh. Its structure (SMILES) is CCNC(=O)OC.

Each line ends with the Mulliken charge.
CARTESIAN COORDINATES (ANGSTROEM)
C  -2.132  0.761  0.999  -1.002
C  -1.701  -0.500  0.244  -0.426
N  -0.604  -0.270  -0.680  -0.176
C  0.679  -0.310  -0.236  0.661
O  1.025  -0.643  0.881  -0.609
O  1.537  0.061  -1.213  -0.384
C  2.906  0.015  -0.821  -0.601
H  -1.250  1.227  1.452  0.299
H  -2.617  1.478  0.327  0.283
H  -2.843  0.521  1.800  0.319
H  -1.355  -1.264  0.943  0.279
H  -2.530  -0.939  -0.321  0.348
H  -0.767  0.074  -1.610  0.230
H  3.475  0.330  -1.696  0.223
H  3.091  0.690  0.018  0.279
H  3.188  -0.999  -0.527  0.277

*x*
Below is one molecule with the formula C4H9NO2, with properties calculated with the ωB97M-V functional and the def2-TZVPD basis.

The value obtained for the HOMO energy is -9.71 eV. The calculation puts the orbital gap at 0.3816 Eh. Its structure (SMILES) is C[C@@H](O)CNC=O.

Each line ends with the Mulliken charge.
CARTESIAN COORDINATES (ANGSTROEM)
C  -2.074  -0.635  -0.351  -1.399
C  -0.573  -0.492  -0.498  0.525
O  -0.376  0.606  -1.363  -0.501
C  0.139  -0.290  0.850  -0.668
N  1.544  0.020  0.642  -0.173
C  1.985  1.280  0.364  -0.063
O  1.354  2.303  0.515  -0.498
H  -2.342  -1.527  0.221  0.368
H  -2.522  -0.692  -1.347  0.335
H  -2.477  0.247  0.155  0.362
H  -0.157  -1.403  -0.962  0.166
H  0.570  0.742  -1.482  0.320
H  -0.327  0.523  1.416  0.308
H  0.072  -1.206  1.446  0.339
H  2.175  -0.742  0.441  0.238
H  3.009  1.265  -0.049  0.340

Energies, relative to the best one, in kJ/mol: *w* 0.0; *x* 51.7.

*w*
Below is C4H9NO2 as an isolated structure, with properties calculated with the ωB97M-V functional and the def2-TZVPD basis.

The value obtained for the HOMO energy (spin up / spin down) is -7.60 / -7.60 eV. The calculation puts the orbital gap (spin up / spin down) at 0.2864 / 0.2864 Eh.

Each line ends with the Mulliken charge.
CARTESIAN COORDINATES (ANGSTROEM)
C  -0.415  0.431  2.130  -0.861
C  -0.235  -0.834  1.348  0.580
N  -1.545  0.772  -0.886  -0.451
O  -0.620  -0.288  -0.656  -0.223
O  -0.695  -1.906  1.558  -0.485
H  -1.086  1.552  -1.355  0.245
H  -2.181  0.365  -1.571  0.259
H  -0.148  0.249  3.171  0.364
H  -1.463  0.729  2.055  0.257
H  0.211  1.223  1.722  0.219
C  0.928  -0.074  -0.827  -0.059
C  1.530  -0.675  -1.888  -0.840
H  2.357  -0.191  -2.391  0.275
H  1.131  0.982  -0.652  0.357
H  0.956  -0.651  0.422  0.099
H  1.276  -1.685  -2.181  0.263

*x*
Below is one molecule with the formula C4H9NO2, with properties calculated with the ωB97M-V functional and the def2-TZVPD basis.

The value obtained for the HOMO energy is -9.53 eV. The calculation puts the orbital gap at 0.3737 Eh. Its structure (SMILES) is NC(=O)CCCO.

Each line ends with the Mulliken charge.
CARTESIAN COORDINATES (ANGSTROEM)
N  2.029  0.313  1.044  -0.476
C  1.025  -0.614  1.164  0.470
O  0.667  -1.062  2.238  -0.608
C  0.413  -1.106  -0.142  -0.547
C  -1.055  -0.673  -0.276  -0.572
C  -1.215  0.674  -0.963  -0.475
O  -0.372  1.619  -0.321  -0.493
H  2.284  0.751  1.919  0.252
H  1.951  0.943  0.259  0.260
H  0.999  -0.776  -1.010  0.262
H  0.469  -2.199  -0.101  0.338
H  -1.613  -1.415  -0.858  0.310
H  -1.504  -0.643  0.724  0.336
H  -0.944  0.579  -2.028  0.316
H  -2.268  0.990  -0.915  0.329
H  -0.551  2.487  -0.701  0.297

Energies, relative to the best one, in kJ/mol: *w* 655.3; *x* 0.0.

*w*
Below is a 3-piece molecular cluster, C4H9NO2 overall, with properties calculated with the ωB97M-V functional and the def2-TZVPD basis.

The value obtained for the HOMO energy is -9.49 eV. The calculation puts the orbital gap at 0.3806 Eh.

Each line ends with the Mulliken charge.
CARTESIAN COORDINATES (ANGSTROEM)
C  1.348  -0.395  1.885  -1.089
C  0.536  -0.921  -0.100  -0.183
O  -0.379  -1.722  -0.172  -0.583
C  0.559  0.306  0.725  -0.224
C  -0.912  1.084  -1.589  0.260
O  -0.805  2.290  -1.641  -0.506
N  -2.076  0.429  -1.526  -0.228
H  0.656  -0.642  2.688  0.303
H  2.148  0.263  2.203  0.336
H  1.833  -1.351  1.607  0.341
H  1.535  -1.146  -0.524  0.400
H  -0.225  -0.288  -1.775  0.113
H  -0.438  0.651  1.032  0.295
H  1.114  1.146  0.280  0.320
H  -2.931  0.814  -1.883  0.185
H  -1.964  -0.517  -1.212  0.260

*x*
Below is a 2-piece molecular cluster, C4H9NO2 overall, with properties calculated with the ωB97M-V functional and the def2-TZVPD basis.

The value obtained for the HOMO energy is -8.50 eV. The calculation puts the orbital gap at 0.3415 Eh.

Each line ends with the Mulliken charge.
CARTESIAN COORDINATES (ANGSTROEM)
C  -1.766  -1.704  -0.717  -0.874
C  -0.215  1.183  -0.432  -0.557
O  -0.742  2.373  -0.255  -0.317
C  0.218  0.690  0.940  -0.181
N  1.381  -0.162  0.800  -0.102
C  2.414  0.297  0.053  0.025
O  2.434  1.411  -0.439  -0.536
H  -1.223  -2.646  -0.601  0.250
H  -2.572  -1.835  -1.442  0.306
H  -2.198  -1.411  0.246  0.207
H  -1.087  -0.919  -1.064  0.162
H  -1.046  2.680  -1.123  0.422
H  0.400  1.506  1.654  0.280
H  -0.611  0.080  1.322  0.301
H  1.373  -1.116  1.121  0.254
H  3.239  -0.427  -0.061  0.357

*y*
Below is one molecule with the formula C4H9NO2, with properties calculated with the ωB97M-V functional and the def2-TZVPD basis.

The value obtained for the HOMO energy is -9.93 eV. The calculation puts the orbital gap at 0.3918 Eh. Its structure (SMILES) is C[C@@H](O)CNC=O.

Each line ends with the Mulliken charge.
CARTESIAN COORDINATES (ANGSTROEM)
C  2.124  -0.434  -0.237  -1.521
C  0.608  -0.530  -0.322  0.689
O  0.262  -1.859  -0.003  -0.561
C  -0.084  0.468  0.638  -0.954
N  -1.226  1.162  0.062  -0.072
C  -2.359  0.497  -0.243  -0.005
O  -2.504  -0.707  -0.089  -0.574
H  2.472  0.562  -0.532  0.400
H  2.582  -1.171  -0.903  0.360
H  2.459  -0.639  0.788  0.354
H  0.286  -0.284  -1.349  0.166
H  -0.707  -1.885  0.052  0.368
H  -0.421  -0.103  1.513  0.334
H  0.612  1.232  0.992  0.409
H  -1.168  2.148  -0.136  0.245
H  -3.157  1.147  -0.646  0.362

*z*
Below is one molecule with the formula C4H9NO2, with properties calculated with the ωB97M-V functional and the def2-TZVPD basis.

The value obtained for the HOMO energy is -9.59 eV. The calculation puts the orbital gap at 0.3734 Eh. Its structure (SMILES) is CNC(=O)CCO.

Each line ends with the Mulliken charge.
CARTESIAN COORDINATES (ANGSTROEM)
C  -0.473  0.985  0.150  -0.333
C  -0.018  1.616  1.500  -0.392
O  0.510  2.872  1.365  -0.532
C  0.059  -0.415  -0.035  0.396
N  -0.452  -1.109  -1.141  -0.252
C  -0.149  -2.529  -1.320  -0.742
O  1.105  -0.782  0.616  -0.597
H  0.110  1.638  -0.660  0.221
H  -1.553  1.177  0.138  0.297
H  -0.769  1.760  2.398  0.225
H  0.873  1.045  1.861  0.265
H  1.430  2.951  1.471  0.300
H  -0.329  -0.523  -2.080  0.300
H  -0.069  -3.033  -0.379  0.321
H  0.712  -2.572  -2.035  0.259
H  -0.989  -3.080  -1.848  0.263

Energies, relative to the best one, in kJ/mol: *w* 315.4; *x* 268.8; *y* 0.0; *z* 192.4.

*w*
Below is one molecule with the formula C4H9NO2, with properties calculated with the ωB97M-V functional and the def2-TZVPD basis.

The value obtained for the HOMO energy is -9.56 eV. The calculation puts the orbital gap at 0.3762 Eh. Its structure (SMILES) is C[C@@H](O)CC(N)=O.

Each line ends with the Mulliken charge.
CARTESIAN COORDINATES (ANGSTROEM)
C  -2.021  -0.308  -0.513  -1.356
C  -0.578  0.180  -0.449  0.577
O  -0.508  1.398  0.295  -0.571
C  0.320  -0.832  0.255  -0.735
C  1.816  -0.525  0.285  0.356
O  2.647  -1.374  0.016  -0.638
N  2.141  0.731  0.690  -0.327
H  -2.415  -0.438  0.502  0.343
H  -2.096  -1.265  -1.039  0.355
H  -2.659  0.412  -1.043  0.394
H  -0.203  0.347  -1.472  0.171
H  -1.181  1.993  -0.054  0.324
H  -0.030  -0.935  1.291  0.353
H  0.223  -1.804  -0.232  0.302
H  3.117  0.983  0.693  0.217
H  1.424  1.437  0.776  0.235

*x*
Below is one molecule with the formula C4H9NO2, with properties calculated with the ωB97M-V functional and the def2-TZVPD basis.

The value obtained for the HOMO energy is -9.86 eV. The calculation puts the orbital gap at 0.3903 Eh. Its structure (SMILES) is C[C@@H](O)CC(N)=O.

Each line ends with the Mulliken charge.
CARTESIAN COORDINATES (ANGSTROEM)
C  0.600  0.886  -1.549  -1.427
C  0.569  -0.275  -0.563  0.424
O  1.797  -0.991  -0.566  -0.550
C  0.357  0.201  0.880  -0.704
C  -1.106  0.313  1.279  0.465
O  -1.642  1.363  1.580  -0.618
N  -1.791  -0.874  1.253  -0.375
H  1.472  1.516  -1.344  0.353
H  -0.302  1.501  -1.464  0.344
H  0.670  0.525  -2.583  0.399
H  -0.254  -0.954  -0.838  0.249
H  1.991  -1.239  -1.479  0.335
H  0.855  -0.519  1.540  0.376
H  0.817  1.180  1.038  0.267
H  -2.727  -0.878  1.628  0.241
H  -1.306  -1.755  1.186  0.220

Energies, relative to the best one, in kJ/mol: *w* 0.0; *x* 15.0.